{"formula": "C6H24As4F24N12O6Tl", "method": "wB97M-V/def2-TZVPD", "total_energy_ha": -12864.18990, "e_homo_ev": [-9.797, -9.899], "orbital_gap_ev": [3.2817, 3.3975], "spin_multiplicity": 2, "s2": 0.781, "species": ["Tl", "As", "F", "F", "F", "F", "F", "F", "As", "F", "F", "F", "F", "F", "F", "As", "F", "F", "F", "F", "F", "F", "As", "F", "F", "F", "F", "F", "F", "C", "O", "N", "N", "H", "H", "H", "H", "C", "O", "N", "N", "H", "H", "H", "H", "C", "O", "N", "N", "H", "H", "H", "H", "C", "O", "N", "N", "H", "H", "H", "H", "C", "O", "N", "N", "H", "H", "H", "H", "C", "O", "N", "N", "H", "H", "H", "H"], "positions_angstrom": [[-0.11801, -0.65170, 0.23152], [3.14088, -1.23572, 3.58829], [4.32204, -1.17921, 4.95302], [2.94974, -3.00219, 3.48546], [1.87388, -1.15421, 2.26790], [3.27813, 0.56620, 3.46224], [4.49421, -1.60320, 2.47798], [1.76608, -1.06803, 4.69509], [-0.61529, -3.75563, -3.32418], [-0.69684, -2.53137, -4.65956], [-2.39722, -3.59727, -3.21350], [-0.63512, -5.08804, -2.07847], [1.18024, -4.01592, -3.63160], [-0.32254, -2.51118, -2.07232], [-0.89399, -5.07777, -4.47052], [-4.03661, 1.39116, 1.53667], [-2.51669, 0.48950, 1.06426], [-4.84020, -0.09695, 1.06523], [-5.63867, 2.19088, 1.87715], [-2.95439, 2.78501, 1.97136], [-4.03806, 2.04979, -0.14610], [-3.87711, 0.97393, 3.21892], [3.57737, 2.02450, -1.04297], [4.58383, 1.12518, 0.13696], [5.01419, 2.95373, -1.55179], [2.60677, 2.88223, -2.31118], [2.07635, 1.11596, -0.48229], [3.19713, 3.28479, 0.18094], [3.94648, 0.80607, -2.29985], [0.43226, 2.19259, 3.04098], [0.41499, 1.22320, 2.32241], [-0.57764, 2.99738, 3.13661], [1.46725, 2.53225, 3.77217], [-1.40407, 2.95733, 2.55739], [-0.49935, 3.75165, 3.80374], [1.44363, 3.19348, 4.53526], [2.08862, 1.73602, 3.77721], [0.05359, 0.80358, -3.59230], [0.16307, 0.41533, -2.45744], [-0.66047, 0.26180, -4.50399], [0.77171, 1.75272, -4.09069], [-1.12869, -0.62748, -4.40375], [-0.54579, 0.68075, -5.41582], [0.65694, 2.00707, -5.06138], [1.50037, 2.24473, -3.59363], [-1.21284, -2.03069, 3.80718], [-1.23911, -1.34993, 2.79643], [-1.88785, -1.71156, 4.88229], [-0.55121, -3.16117, 3.93224], [-1.71717, -1.94774, 5.84934], [-2.42812, -0.86724, 4.75848], [0.12851, -3.43746, 3.23816], [-0.43407, -3.66110, 4.80198], [-3.45641, -0.32310, -2.19159], [-2.49320, -0.42790, -1.41434], [-4.20133, 0.68969, -2.45290], [-3.81649, -1.35662, -2.90942], [-4.10943, 1.32680, -1.67461], [-5.05405, 0.44855, -2.93749], [-3.24365, -2.18294, -2.81387], [-4.78639, -1.40151, -3.18762], [3.12063, -2.77150, -0.88790], [2.42689, -1.79226, -0.68817], [3.01698, -3.67658, -1.76246], [4.20636, -3.13118, -0.15723], [2.36439, -3.69563, -2.53309], [3.65225, -4.45164, -1.63672], [4.48847, -2.44035, 0.52341], [4.49933, -4.09763, -0.14155], [-0.61577, 3.38033, -0.55451], [-0.44541, 2.28813, -0.05840], [0.25748, 4.21772, -1.04155], [-1.76384, 4.02121, -0.56615], [-0.02222, 5.12383, -1.38915], [1.19243, 3.85219, -1.15272], [-2.53184, 3.37276, -0.46717], [-1.94632, 5.00160, -0.72631]]}

{"formula": "C6H24BrN12O6", "method": "wB97M-V/def2-TZVPD", "charge": -1, "total_energy_ha": -3925.93491, "e_homo_ev": -6.998, "orbital_gap_ev": 9.5080, "spin_multiplicity": 1, "relative_energy_kcal_mol": 9.5, "species": ["Br", "C", "O", "N", "N", "H", "H", "H", "H", "C", "O", "N", "N", "H", "H", "H", "H", "C", "O", "N", "N", "H", "H", "H", "H", "C", "O", "N", "N", "H", "H", "H", "H", "C", "O", "N", "N", "H", "H", "H", "H", "C", "O", "N", "N", "H", "H", "H", "H"], "positions_angstrom": [[-0.21252, -1.01058, 0.58437], [-4.30018, -0.02265, -0.02973], [-5.51656, 0.09689, 0.16849], [-3.55684, -0.84411, 0.73733], [-3.64105, 0.52607, -1.08628], [-3.98712, -1.38837, 1.45905], [-2.54201, -0.92429, 0.62017], [-4.16647, 1.27895, -1.50081], [-2.64026, 0.53257, -1.09178], [2.95361, -0.06343, -2.34903], [2.72147, -1.26819, -2.22846], [3.57587, 0.45783, -3.44790], [2.50951, 0.84153, -1.45323], [4.13055, -0.12854, -4.03944], [3.71370, 1.45147, -3.45824], [2.00666, 0.45263, -0.67155], [2.49624, 1.80711, -1.72086], [2.69638, 2.42764, 1.83241], [2.44725, 3.57949, 1.44292], [3.90778, 2.10573, 2.34814], [1.81181, 1.42123, 1.77207], [4.52461, 2.89537, 2.44076], [3.92727, 1.41382, 3.07832], [0.92481, 1.44045, 1.30444], [2.06174, 0.53294, 2.16970], [-1.74004, 2.75167, 1.66301], [-1.70739, 3.95320, 1.92480], [-2.33013, 1.85223, 2.50854], [-1.16167, 2.19368, 0.57666], [-2.89109, 2.10648, 3.29440], [-2.29616, 0.89516, 2.19622], [-0.99554, 2.82989, -0.18497], [-0.89340, 1.22080, 0.43905], [-0.66059, 0.14362, -3.74006], [-0.76772, 0.65517, -4.86164], [-0.83303, -1.17805, -3.50616], [-0.47375, 0.90277, -2.62727], [-0.97308, -1.81872, -4.26014], [-0.99448, -1.45557, -2.55215], [-0.25382, 1.87043, -2.74756], [-0.54997, 0.41460, -1.75040], [0.66714, -4.81780, 2.21296], [1.22028, -5.89412, 2.44049], [1.36250, -3.64478, 2.16135], [-0.67263, -4.70975, 1.97729], [0.86257, -2.79703, 1.93640], [2.36041, -3.69856, 2.11286], [-1.09770, -5.61675, 1.93500], [-1.02696, -3.77012, 1.97048]]}

{"formula": "C6H24BrN12O6Y", "method": "wB97M-V/def2-TZVPD", "charge": 2, "total_energy_ha": -3963.83035, "e_homo_ev": -12.867, "orbital_gap_ev": 7.9743, "spin_multiplicity": 1, "relative_energy_kcal_mol": 66.7, "species": ["Y", "Br", "C", "O", "N", "N", "H", "H", "H", "H", "C", "O", "N", "N", "H", "H", "H", "H", "C", "O", "N", "N", "H", "H", "H", "H", "C", "O", "N", "N", "H", "H", "H", "H", "C", "O", "N", "N", "H", "H", "H", "H", "C", "O", "N", "N", "H", "H", "H", "H"], "positions_angstrom": [[-0.49710, 0.50230, 0.53641], [-0.26768, 3.39777, 0.46644], [-3.72554, 1.36405, -0.94342], [-2.54795, 1.27457, -0.64032], [-4.71830, 0.92967, -0.24393], [-4.13830, 1.78634, -2.10254], [-4.54052, 0.66984, 0.71575], [-5.68179, 0.91682, -0.54662], [-3.43131, 2.24291, -2.66093], [-5.11203, 1.96234, -2.30494], [1.05043, 0.82713, -2.63039], [0.52071, 0.78663, -1.50979], [1.05404, 1.80722, -3.45256], [1.66666, -0.18355, -3.13108], [0.63937, 2.70048, -3.22840], [1.61874, 1.73554, -4.28687], [2.10862, -0.00685, -4.02190], [1.52522, -1.11528, -2.76780], [-2.09225, -2.21651, -1.29835], [-1.28693, -1.35205, -0.94225], [-3.14828, -2.52040, -0.71147], [-1.95912, -2.98461, -2.37600], [-3.55299, -3.39913, -1.00158], [-3.25319, -2.21056, 0.24408], [-2.70953, -3.63432, -2.56274], [-1.03081, -3.18555, -2.71942], [2.97477, 0.88917, 0.36719], [1.82540, 0.62497, 0.52968], [3.96140, 0.08688, 0.67519], [3.36831, 1.94219, -0.27255], [4.87253, 0.42528, 0.40057], [3.73520, -0.80344, 1.09505], [2.66675, 2.42574, -0.81485], [4.34611, 2.18109, -0.35590], [1.21765, -2.44101, 1.14199], [0.29598, -1.59858, 1.22755], [1.39303, -3.13339, 0.07943], [2.11219, -2.64754, 2.07447], [0.80133, -2.95893, -0.72028], [2.27061, -3.60788, -0.07813], [1.99784, -2.15570, 2.94918], [2.85919, -3.30767, 1.91219], [0.23499, 1.52747, 3.71758], [0.11970, 0.88819, 2.68734], [-0.62503, 1.56697, 4.76278], [1.37622, 2.07500, 4.05834], [-1.56473, 1.20249, 4.69794], [-0.35267, 2.08551, 5.58561], [2.17716, 2.10658, 3.44386], [1.44594, 2.53183, 4.95642]]}

{"formula": "C6H24FInO6", "method": "wB97M-V/def2-TZVPD", "charge": 2, "total_energy_ha": -983.47371, "e_homo_ev": -16.626, "orbital_gap_ev": 2.8044, "spin_multiplicity": 1, "relative_energy_kcal_mol": 10.8, "species": ["In", "F", "C", "O", "H", "H", "H", "H", "C", "O", "H", "H", "H", "H", "C", "O", "H", "H", "H", "H", "C", "O", "H", "H", "H", "H", "C", "O", "H", "H", "H", "H", "C", "O", "H", "H", "H", "H"], "positions_angstrom": [[-3.55951, 13.13286, 3.19604], [-2.26247, 12.58283, 0.56503], [0.07643, 15.20106, -0.55585], [-0.39341, 13.96181, -1.11084], [1.09995, 15.03681, -0.21891], [-0.09196, 16.04199, -1.22860], [-0.37932, 15.37427, 0.41902], [-0.92520, 13.46371, -0.48578], [-0.25345, 10.55534, 3.94500], [-0.84743, 11.61621, 3.20955], [0.40632, 10.93802, 4.72369], [-0.97712, 9.94717, 4.48771], [0.39218, 9.92873, 3.32968], [-0.48357, 11.60281, 2.32129], [-5.43947, 11.11489, 0.51004], [-5.57040, 12.33847, 1.20302], [-4.99467, 10.37750, 1.17825], [-6.39110, 10.74155, 0.13175], [-4.78943, 11.27241, -0.35063], [-6.16660, 12.85545, 0.65633], [-2.09470, 9.36504, -1.19779], [-1.90186, 10.71572, -1.59711], [-3.10302, 9.29162, -0.79034], [-1.91975, 8.64679, -1.99880], [-1.34551, 9.09708, -0.45280], [-2.01915, 11.30644, -0.84952], [1.32025, 11.68797, -0.33824], [0.35710, 11.44477, 0.71898], [0.75139, 11.67062, -1.26786], [1.82105, 12.65533, -0.29911], [1.97130, 10.81382, -0.34762], [-0.49042, 11.84838, 0.51799], [-4.35812, 13.79070, -2.17068], [-3.27378, 14.35734, -1.39870], [-3.95331, 12.91406, -2.67639], [-5.23647, 13.51817, -1.58560], [-4.66359, 14.46527, -2.97052], [-2.95912, 13.64641, -0.83552]]}

{"formula": "C6H24InN12O6", "method": "wB97M-V/def2-TZVPD", "charge": 3, "total_energy_ha": -1540.56988, "e_homo_ev": -15.869, "orbital_gap_ev": 1.4548, "spin_multiplicity": 1, "relative_energy_kcal_mol": 175.6, "species": ["In", "C", "O", "N", "N", "H", "H", "H", "H", "C", "O", "N", "N", "H", "H", "H", "H", "C", "O", "N", "N", "H", "H", "H", "H", "C", "O", "N", "N", "H", "H", "H", "H", "C", "O", "N", "N", "H", "H", "H", "H", "C", "O", "N", "N", "H", "H", "H", "H"], "positions_angstrom": [[-0.16473, -2.33266, 1.39622], [-1.07138, 3.59717, 2.96091], [-0.73123, 2.50317, 2.54074], [-0.31507, 4.58811, 2.88280], [-2.17953, 3.88008, 3.62308], [-0.49089, 5.54056, 3.16921], [0.51370, 4.54787, 2.30692], [-2.02485, 4.62222, 4.29046], [-2.87174, 3.21159, 3.92979], [4.16966, 1.37671, 3.96551], [3.39028, 0.49185, 3.57799], [5.43205, 1.13886, 4.20257], [3.88698, 2.64192, 4.15757], [5.99867, 1.97230, 4.13593], [5.85599, 0.22380, 4.14759], [4.59939, 3.17896, 4.63104], [3.02022, 3.13050, 3.98396], [0.49776, 0.78515, -3.71439], [0.48816, 0.43066, -2.57247], [0.26965, 0.13849, -4.76805], [0.75986, 2.02719, -4.08153], [-0.07241, -0.81145, -4.79479], [0.23766, 0.69852, -5.60796], [1.16140, 2.64561, -3.39129], [0.66737, 2.31998, -5.04373], [5.46224, -1.34276, -0.94249], [4.51456, -1.80053, -0.29415], [6.67649, -1.78271, -1.08354], [5.42313, -0.17890, -1.50486], [7.23430, -1.16772, -1.65864], [6.98567, -2.44016, -0.38192], [4.56610, 0.29277, -1.25360], [5.97405, -0.00780, -2.33391], [-4.21063, -6.28579, -1.18020], [-3.59034, -5.31929, -0.79782], [-5.25810, -6.19678, -1.98324], [-4.16186, -7.41910, -0.54612], [-5.55107, -5.27208, -2.26464], [-5.74784, -7.00910, -2.33021], [-3.56197, -7.52251, 0.25983], [-4.56544, -8.24433, -0.96590], [-4.78863, 0.71659, -0.63231], [-4.02193, -0.20121, -0.48687], [-4.74340, 1.96213, -0.28848], [-5.89427, 0.61836, -1.36237], [-4.03827, 2.30576, 0.34776], [-5.52371, 2.56863, -0.49676], [-6.41495, 1.37067, -1.79017], [-5.79124, -0.19125, -1.95736]]}

{"formula": "C6H24N12O6", "method": "wB97M-V/def2-TZVPD", "total_energy_ha": -1351.60429, "e_homo_ev": -9.461, "orbital_gap_ev": 9.3832, "smiles": "NC(N)=O.NC(N)=O.NC(N)=O.NC(N)=O.NC(N)=O.NC(N)=O", "spin_multiplicity": 1, "relative_energy_kcal_mol": 132.6, "species": ["N", "C", "N", "O", "H", "H", "H", "H", "N", "C", "N", "O", "H", "H", "H", "H", "N", "C", "N", "O", "H", "H", "H", "H", "N", "C", "N", "O", "H", "H", "H", "H", "N", "C", "N", "O", "H", "H", "H", "H", "N", "C", "N", "O", "H", "H", "H", "H"], "positions_angstrom": [[3.14536, -0.00451, 1.73564], [3.37167, -1.02938, 2.45424], [2.77289, -1.93988, 1.80710], [3.99825, -1.12436, 3.47257], [2.59103, 0.21947, 0.92160], [3.47540, 0.84273, 2.17537], [2.14755, -1.50055, 1.14677], [2.69057, -2.86824, 2.19632], [-0.71045, 5.13513, -1.97528], [-1.61046, 4.26053, -1.94639], [-1.06674, 3.06624, -1.68375], [-2.78141, 4.38093, -2.11199], [-0.94425, 6.10506, -2.13239], [0.14647, 4.80109, -1.55790], [-1.62790, 2.23731, -1.81823], [-0.09100, 2.93875, -1.45621], [0.42805, 0.82697, -0.11580], [1.34346, 1.21969, -0.94280], [2.07636, 0.20036, -1.25562], [1.55050, 2.36002, -1.27170], [-0.42218, 1.35965, 0.00027], [0.44209, -0.14451, 0.16007], [1.71771, -0.73324, -1.11471], [2.87712, 0.55672, -1.75753], [-1.13591, 1.52503, 2.80366], [-2.09326, 0.94500, 3.50892], [-1.75008, -0.21784, 3.88562], [-3.27102, 1.30632, 3.47336], [-1.45470, 2.32038, 2.26898], [-0.20081, 1.45557, 3.17899], [-2.42535, -0.76933, 4.39550], [-0.75324, -0.37449, 3.92884], [-1.40509, -1.99805, -4.49358], [-0.64249, -2.03738, -3.46140], [-0.60406, -0.89421, -2.91840], [-0.02685, -3.00412, -3.05431], [-1.50755, -2.82327, -5.06682], [-1.69570, -1.05171, -4.69381], [-1.35390, -0.28315, -3.20899], [0.05552, -0.77149, -2.16342], [-0.91082, -2.56236, 1.77295], [-0.32521, -2.71038, 0.58541], [-0.85137, -3.73936, 0.04260], [0.40916, -1.88761, 0.04895], [-1.15944, -3.44451, 2.19732], [-0.58960, -1.76388, 2.30150], [-1.14656, -4.46884, 0.67569], [-0.68179, -3.91629, -0.93722]]}